This record from the Open Molecules 2025 dataset describes a molecular structure, C30H19F3N7O3S2V at a distorted geometry. The level of theory is ωB97M-V/def2-TZVPD.

Values from the calculation:
2S+1: 2
Total charge: -1
HOMO (spin up / spin down) in eV: -2.071 / -2.944
ΔE to the lowest compared entry with this formula, charge and spin in kJ/mol: 32.8
DFT total energy in a.u.: -3803.8165
Kohn-Sham gap (spin up / spin down) in eV: 4.2 / 5.0

Cartesian coordinates (Å):
V  -0.375  0.360  -0.043
C  -4.346  -0.842  -1.650
C  -3.158  -0.138  -1.509
N  -2.440  -0.143  -0.373
C  -2.946  -0.845  0.694
C  -4.135  -1.600  0.620
C  -4.849  -1.589  -0.603
C  -4.537  -2.341  1.760
C  -3.780  -2.304  2.901
C  -2.610  -1.531  2.996
C  -2.180  -0.778  1.908
N  -1.110  0.080  1.799
C  -0.341  0.625  2.795
C  -0.188  0.264  4.119
C  0.630  1.020  4.993
C  1.293  2.137  4.591
C  1.182  2.548  3.234
C  1.821  3.690  2.711
C  1.634  4.031  1.403
C  0.842  3.204  0.587
N  0.274  2.108  1.032
C  0.402  1.791  2.352
H  -4.869  -0.787  -2.597
H  -2.763  0.465  -2.315
H  -5.767  -2.156  -0.696
H  -5.437  -2.943  1.707
H  -4.080  -2.891  3.762
H  -2.055  -1.556  3.916
H  -0.657  -0.621  4.508
H  0.725  0.686  6.019
H  1.912  2.706  5.273
H  2.450  4.289  3.360
H  2.088  4.915  0.976
H  0.657  3.443  -0.453
N  1.174  -0.613  -4.025
C  2.137  0.371  -3.855
C  3.177  0.812  -4.668
C  4.008  1.778  -4.136
C  3.814  2.281  -2.838
C  2.771  1.847  -2.046
C  1.913  0.889  -2.578
N  0.819  0.249  -2.004
C  0.454  -0.649  -2.869
C  -0.461  -1.720  -2.467
C  -1.055  -2.695  -3.201
S  -1.820  -3.794  -2.151
C  -1.293  -2.895  -0.805
N  -0.617  -1.824  -1.104
H  1.115  -1.279  -4.773
H  3.340  0.408  -5.658
H  4.839  2.144  -4.725
H  4.505  3.016  -2.446
H  2.636  2.203  -1.036
H  -1.107  -2.799  -4.271
H  -1.513  -3.188  0.211
N  -1.597  2.812  -1.759
C  -1.159  1.937  -1.135
F  2.343  -2.740  -1.008
C  3.081  -2.207  -0.018
F  3.927  -1.331  -0.580
F  3.809  -3.195  0.524
S  2.021  -1.410  1.259
O  0.884  -2.291  1.366
O  2.866  -1.306  2.413
O  1.704  -0.112  0.605

Forces on atoms 1 to 3 (eV/Å):
V -0.479 0.192 -1.419
C -0.353 -0.278 0.128
C 0.472 0.143 0.365

Mulliken atomic charge list, values in e, 8 entries: -0.2250, -0.9910, -0.1582, 0.3288, -0.2495, 1.4842, -0.9882, -0.9089

---

This record from the Open Molecules 2025 dataset describes 2 unconnected molecules or ions with the total composition C3H4N2O at a distorted geometry. The level of theory is ωB97M-V/def2-TZVPD.

Values from the calculation:
HOMO in eV: -9.581
ΔE to the lowest compared entry with this formula, charge and spin in kJ/mol: 343.1
SMILES string: O=C1CN1.C#N
DFT total energy in a.u.: -301.3565
Kohn-Sham gap in eV: 10.6

Cartesian coordinates (Å):
O  0.877  1.757  -0.164
C  1.170  0.607  -0.274
C  1.141  -0.717  0.315
N  1.846  -0.291  -0.915
H  0.294  -1.456  0.235
H  1.797  -1.087  1.258
H  1.699  -0.698  -1.727
C  -2.925  0.671  0.400
N  -2.282  -0.280  0.385
H  -3.618  1.494  0.487

Forces on atoms 1 to 3 (eV/Å):
O -0.121 0.414 -0.569
C -1.543 1.863 2.073
C 0.505 -3.171 3.083

Mulliken atomic charge list, values in e, 8 entries: -0.5224, 0.5864, -0.3461, -0.3358, 0.2326, 0.1552, 0.2300, 0.0752

---

This record from the Open Molecules 2025 dataset describes a molecular structure, C33H85Cl4HfN4O16S at a distorted geometry. The level of theory is ωB97M-V/def2-TZVPD.

Values from the calculation:
Total charge: +1
HOMO in eV: -9.991
DFT total energy in a.u.: -5017.6703
Kohn-Sham gap in eV: 3.4

Cartesian coordinates (Å):
Hf  3.227  0.134  2.328
S  3.628  2.867  1.158
O  2.703  3.685  0.439
O  3.161  2.346  2.504
O  3.776  1.485  0.628
O  4.903  3.494  1.381
C  -1.110  -0.406  1.076
C  0.177  0.026  0.392
O  1.314  0.246  1.197
H  -1.335  0.258  1.912
H  -1.046  -1.432  1.444
H  -1.914  -0.314  0.344
H  -0.056  0.948  -0.149
H  0.425  -0.728  -0.365
Cl  -1.286  -4.252  3.604
C  -0.006  -3.478  4.582
C  -0.172  -1.966  4.677
Cl  -1.675  -1.638  5.562
H  0.892  -3.833  4.078
H  -0.112  -3.875  5.589
H  -0.188  -1.552  3.668
H  0.650  -1.544  5.257
Cl  1.475  0.831  -3.518
C  2.209  2.042  -2.411
C  3.734  2.125  -2.502
Cl  4.186  3.105  -3.918
H  1.946  1.749  -1.395
H  1.711  2.988  -2.598
H  4.200  1.141  -2.445
H  4.065  2.622  -1.587
C  -4.411  -0.523  2.952
O  -5.578  -1.183  3.444
H  -4.109  0.335  3.554
H  -3.596  -1.258  2.942
H  -4.531  -0.279  1.897
H  -5.358  -1.551  4.304
C  -0.983  3.502  -1.719
O  -1.822  4.571  -1.325
H  -0.756  3.487  -2.792
H  0.004  3.562  -1.262
H  -1.470  2.548  -1.491
H  -2.554  4.563  -1.949
C  0.887  -4.112  0.948
O  2.284  -4.263  0.627
H  0.653  -4.907  1.662
H  0.633  -3.183  1.466
H  0.190  -4.301  0.136
H  2.763  -3.954  1.399
C  -1.175  1.777  4.490
O  -0.700  2.992  3.971
C  -0.823  3.083  2.562
C  -0.646  4.529  2.109
N  0.733  4.937  2.419
C  0.900  6.387  2.418
C  2.053  6.824  3.333
O  1.761  6.388  4.644
C  2.701  6.830  5.585
H  -2.246  1.699  4.286
H  -0.929  1.597  5.534
H  -0.654  0.956  3.965
H  -1.772  2.720  2.153
H  0.062  2.536  2.199
H  -1.307  5.141  2.727
H  -0.933  4.608  1.056
H  1.231  4.606  1.601
H  -0.030  6.899  2.676
H  1.070  6.730  1.389
H  2.134  7.913  3.391
H  2.927  6.312  2.913
H  2.615  7.912  5.751
H  3.748  6.680  5.295
H  2.563  6.381  6.567
C  -6.810  -3.550  0.764
O  -6.660  -2.536  -0.221
C  -7.174  -1.291  0.265
C  -6.979  -0.240  -0.817
N  -5.543  -0.008  -0.974
C  -5.280  0.859  -2.116
C  -3.819  0.875  -2.464
O  -3.423  -0.371  -3.030
C  -2.053  -0.340  -3.351
H  -6.346  -3.288  1.717
H  -6.263  -4.393  0.339
H  -7.862  -3.832  0.853
H  -6.633  -1.096  1.193
H  -8.245  -1.431  0.447
H  -7.537  0.673  -0.603
H  -7.362  -0.592  -1.784
H  -5.110  -0.921  -1.058
H  -5.595  1.879  -1.879
H  -5.832  0.594  -3.029
H  -3.248  1.086  -1.551
H  -3.605  1.695  -3.159
H  -1.770  0.545  -3.928
H  -1.890  -1.272  -3.888
H  -1.307  -0.363  -2.541
C  -3.357  -3.779  -0.372
O  -2.068  -4.081  -0.843
C  -1.949  -3.974  -2.254
C  -0.473  -3.828  -2.560
N  -0.251  -3.492  -3.946
C  0.982  -2.784  -4.290
C  1.004  -2.495  -5.782
O  -0.164  -1.768  -6.070
C  -0.258  -1.423  -7.453
H  -3.465  -3.735  0.711
H  -4.129  -4.493  -0.686
H  -3.696  -2.827  -0.795
H  -2.471  -3.059  -2.565
H  -2.448  -4.830  -2.714
H  -0.073  -4.835  -2.392
H  -0.024  -3.103  -1.869
H  -1.006  -3.076  -4.469
H  1.825  -3.410  -3.992
H  0.975  -1.839  -3.732
H  1.151  -3.396  -6.385
H  1.935  -1.916  -5.885
H  -0.136  -2.339  -8.040
H  0.560  -0.753  -7.722
H  -1.269  -1.043  -7.561
C  6.540  1.046  3.065
O  5.678  0.491  2.062
C  6.325  -0.418  1.171
C  5.401  -0.636  0.007
N  4.125  -1.209  0.492
C  3.131  -1.313  -0.622
C  3.524  -2.346  -1.677
O  4.320  -1.773  -2.678
C  4.810  -2.728  -3.599
H  6.100  2.003  3.347
H  7.555  1.253  2.730
H  6.596  0.412  3.954
H  6.521  -1.392  1.641
H  7.339  -0.118  0.905
H  5.908  -1.357  -0.641
H  5.225  0.206  -0.653
H  4.309  -2.215  0.538
H  2.993  -0.392  -1.187
H  2.189  -1.652  -0.200
H  2.653  -2.812  -2.142
H  4.018  -3.166  -1.126
H  5.421  -2.173  -4.311
H  4.028  -3.175  -4.219
H  5.428  -3.500  -3.137

Forces on atoms 1 to 3 (eV/Å):
Hf -2.596 6.619 -7.827
S 1.837 2.772 0.457
O -0.554 -0.870 0.017

Mulliken atomic charge list, values in e, 8 entries: 0.3752, 1.7251, -0.6028, -0.8991, -0.6574, -0.7593, -0.2088, 1.1470